{"formula": "C5H18O3", "method": "ωB97M-V/def2-TZVPD", "elements": ["C", "C", "C", "C", "C", "H", "H", "H", "H", "H", "H", "H", "H", "H", "H", "H", "H", "O", "H", "H", "O", "H", "H", "O", "H", "H"], "xyz": [[0.200, 0.235, 1.812], [0.388, 0.520, 0.303], [0.067, 1.984, 0.040], [-1.412, 2.239, -0.397], [-1.702, 1.678, -1.780], [0.771, -0.666, 2.067], [0.527, 1.042, 2.462], [-0.827, -0.037, 2.056], [1.336, 0.134, -0.059], [-0.403, -0.033, -0.212], [0.299, 2.565, 0.934], [0.638, 2.515, -0.730], [-2.010, 1.791, 0.412], [-1.740, 3.276, -0.284], [-2.767, 1.857, -1.975], [-1.153, 2.200, -2.553], [-1.614, 0.597, -1.785], [-1.054, -3.711, -1.762], [-1.082, -2.741, -1.618], [-1.685, -3.638, -2.487], [1.905, -4.118, -1.180], [1.235, -4.128, -0.492], [1.404, -3.849, -1.972], [3.188, -0.085, 3.266], [3.158, 0.802, 2.939], [2.333, -0.432, 2.994]], "forces_ev_per_a": [[0.296, -1.071, -0.357], [-1.165, 0.131, 0.522], [-0.277, 1.732, -0.762], [0.521, -0.565, 1.485], [-1.534, 0.438, 0.791], [-0.107, 0.042, 0.054], [0.022, 0.133, -0.045], [-0.082, 0.343, 0.001], [0.201, 0.359, -0.028], [0.329, -0.345, -0.078], [-0.177, 0.017, 0.135], [0.494, -0.636, -0.138], [-0.279, -0.486, -0.509], [0.608, 0.205, -0.436], [0.117, 0.002, -0.206], [0.376, -0.251, -0.158], [0.486, -0.104, -0.361], [-0.549, 1.786, -0.413], [0.716, -0.553, 0.789], [-0.168, -1.156, -0.389], [-0.158, 0.307, -0.538], [-0.081, -0.093, 0.033], [0.238, -0.274, 0.520], [-0.074, -0.726, 0.232], [0.178, 0.928, -0.258], [0.072, -0.162, 0.111]], "smiles": "CCCCC.O.O.O", "e_above_lowest_ev": 0.867, "e_tot_ev": -11618.84100, "charge": 0, "multiplicity": 1}